Entry from the Open Molecules 2025 dataset: a cluster of 2 separate species, C4H11NO in total at a distorted geometry (wB97M-V/def2-TZVPD).

The largest force on an atom comes out at 1.90 eV/Å. As for the SMILES: C=NCCC.O. The relative energy (zero: lowest compared OMol25 entry of this formula, charge and spin) comes out at 45.18 kcal per mole. The LUMO energy is 0.673 eV.

Last column: Löwdin charge in e.
Geometry (Å):
C  1.478  -0.715  -2.048  -0.12
C  2.323  -0.158  -0.937  -0.26
C  1.420  0.542  0.090  -0.26
C  -0.027  0.156  1.833  -0.09
N  0.839  -0.374  1.099  -0.02
H  0.560  -1.055  -1.568  0.07
H  1.067  0.006  -2.755  0.07
H  1.689  -1.608  -2.624  0.07
H  3.066  0.599  -1.174  0.10
H  2.845  -0.940  -0.407  0.10
H  0.646  1.035  -0.490  0.11
H  2.016  1.225  0.684  0.11
H  -0.493  1.117  1.584  0.08
H  -0.334  -0.332  2.750  0.06
H  -5.938  0.837  0.936  0.03
H  -5.267  -0.233  1.874  0.03
O  -5.890  -0.102  1.151  -0.06